{
  "formula": "C4H12N4",
  "method": "ωB97M-V/def2-TZVPD",
  "elements": ["H", "N", "C", "C", "C", "N", "C", "N", "N", "H", "H", "H", "H", "H", "H", "H", "H", "H", "H", "H"],
  "coordinates": [[-2.36, 0.51, -0.57], [-2.12, 0.65, 0.42], [-0.85, 0.36, 0.60], [-0.34, 0.48, 2.03], [-0.12, -0.79, -0.23], [-1.13, -1.56, -0.97], [0.79, 0.00, -1.16], [0.48, 1.50, -0.58], [2.16, -0.29, -1.09], [-0.48, -0.47, 2.55], [-0.88, 1.26, 2.57], [0.73, 0.72, 2.04], [0.44, -1.43, 0.46], [-0.74, -2.45, -1.28], [-1.91, -1.73, -0.34], [0.44, 0.04, -2.19], [-0.29, 1.96, -1.06], [1.01, 1.92, 0.18], [2.38, -1.13, -0.56], [2.78, 0.46, -0.83]],
  "nbo_charge": [0.33, -0.76, 0.39, -0.67, -0.16, -0.85, 0.15, -0.88, -0.85, 0.22, 0.23, 0.20, 0.17, 0.36, 0.38, 0.19, 0.40, 0.40, 0.37, 0.38],
  "smiles": "[H]/N=C(/C)[C@@H](N)C(N)N",
  "homo_ev": -8.31,
  "relative_energy_kcal_mol": 55.3,
  "charge": 0
}



{
  "formula": "C31H20F3N4OPPdS",
  "method": "ωB97M-V/def2-TZVPD",
  "elements": ["Pd", "O", "N", "C", "C", "C", "C", "C", "C", "C", "P", "C", "C", "C", "C", "C", "C", "C", "C", "C", "C", "C", "C", "H", "H", "H", "H", "H", "H", "H", "H", "H", "H", "H", "H", "H", "H", "H", "H", "N", "C", "N", "C", "N", "S", "C", "F", "C", "F", "F", "C", "C", "C", "C", "C", "C", "C", "C", "H", "H", "H", "H"],
  "coordinates": [[0.13, 0.62, -0.97], [2.03, 2.85, -1.33], [2.14, 1.50, -1.03], [3.05, 1.28, -0.16], [3.41, -0.02, 0.40], [4.66, -0.04, 1.03], [5.21, -1.21, 1.51], [4.53, -2.40, 1.35], [3.28, -2.41, 0.74], [2.70, -1.23, 0.28], [1.03, -1.41, -0.40], [1.18, -2.68, -1.66], [2.28, -2.61, -2.52], [2.43, -3.55, -3.53], [1.47, -4.55, -3.69], [0.38, -4.61, -2.84], [0.23, -3.68, -1.83], [-0.07, -1.97, 0.90], [0.35, -2.19, 2.21], [-0.57, -2.54, 3.18], [-1.92, -2.65, 2.86], [-2.35, -2.41, 1.56], [-1.43, -2.06, 0.59], [1.67, 2.88, -2.23], [3.65, 2.14, 0.14], [5.20, 0.89, 1.13], [6.18, -1.19, 1.99], [4.96, -3.33, 1.71], [2.75, -3.34, 0.63], [3.03, -1.84, -2.40], [3.28, -3.51, -4.19], [1.58, -5.28, -4.48], [-0.36, -5.39, -2.96], [-0.61, -3.75, -1.15], [1.39, -2.08, 2.48], [-0.24, -2.71, 4.20], [-2.63, -2.92, 3.63], [-3.40, -2.50, 1.31], [-1.77, -1.85, -0.42], [0.03, 5.55, 0.61], [0.41, 4.59, 1.12], [0.85, 3.47, 1.69], [0.34, 2.38, 1.31], [-0.11, 1.32, 1.03], [0.45, -0.18, -4.25], [-0.24, 0.33, -2.95], [-4.71, 5.91, 2.20], [-5.13, 4.66, 2.02], [-5.08, 4.02, 3.20], [-6.42, 4.71, 1.65], [-4.31, 3.92, 0.98], [-3.28, 4.55, 0.32], [-2.54, 3.85, -0.62], [-2.85, 2.52, -0.87], [-3.89, 1.88, -0.19], [-4.63, 2.59, 0.73], [-2.03, 1.76, -1.76], [-1.38, 1.07, -2.55], [-3.03, 5.58, 0.54], [-1.71, 4.33, -1.12], [-4.11, 0.84, -0.39], [-5.44, 2.12, 1.27]],
  "nbo_charge": [0.79, -0.52, -0.17, 0.11, -0.01, -0.17, -0.17, -0.17, -0.17, -0.40, 1.18, -0.33, -0.20, -0.20, -0.17, -0.19, -0.22, -0.42, -0.18, -0.18, -0.17, -0.22, -0.14, 0.49, 0.23, 0.23, 0.24, 0.24, 0.23, 0.22, 0.23, 0.23, 0.23, 0.23, 0.23, 0.23, 0.23, 0.23, 0.21, -0.44, 0.44, -0.65, 0.60, -0.73, 0.31, -0.29, -0.31, 0.97, -0.32, -0.31, -0.09, -0.18, -0.08, -0.25, -0.15, -0.17, 0.29, -0.25, 0.26, 0.24, 0.23, 0.24],
  "s2": 0.7595,
  "homo_ev": [-11.20, -11.17],
  "multiplicity": 2,
  "relative_energy_kcal_mol": 9.1,
  "charge": 1
}